Below is an isolated molecule of C5H5FOS, with properties calculated with the ωB97M-V functional and the def2-TZVPD basis.

Cartesian coordinates (Å):
O (-0.93, 1.97, -0.82)
C (-0.74, 0.94, -0.25)
C (0.48, 0.31, 0.47)
C (1.81, 0.68, -0.09)
S (2.85, -0.30, -0.83)
C (-0.16, -1.06, 0.19)
C (-1.51, -0.38, -0.10)
F (-2.23, -0.82, -1.18)
H (0.44, 0.59, 1.57)
H (2.06, 1.75, 0.06)
H (-0.17, -1.80, 0.96)
H (0.26, -1.51, -0.75)
H (-2.16, -0.38, 0.78)

F_max   1.306 eV/Å
Molecular weight   132.16 g mol⁻¹
Charge   0
HOMO-LUMO gap   8.60 eV
SMILES   O=C1[C@H](C=S)C[C@@H]1F